Computed, not measured: a molecular structure, C49H59N4OS6TeV, with wB97M-V/def2-TZVPD.

Calculated values
E = -157768.2288 eV
HOMO level (alpha / beta) = -6.97 / -6.97 eV
energy relative to the best compared isomer or geometry (same formula, charge and spin) = 4.142 eV
frontier orbital gap (alpha / beta) = 6.4 / 6.4 eV

```
121
Properties=species:S:1:pos:R:3:forces:R:3:lowdin_charge:R:1
C 0.101 4.182 -3.339 -0.0126 -0.0179 0.0224 -0.196
V 1.199 -0.980 -1.379 -0.8167 -0.0746 0.4030 0.314
H -5.487 -1.049 3.513 -0.0066 0.0193 -0.0136 0.121
C -3.397 1.104 -0.940 0.0885 -0.0190 -0.0984 -0.067
C 4.076 2.427 -2.413 0.1952 0.1299 0.0712 -0.211
S 1.494 1.119 0.204 0.2355 -0.0139 0.2303 0.706
H 2.773 -3.079 -4.178 -0.0146 -0.0175 0.0027 0.055
H -1.382 1.335 -0.216 -0.0259 0.0061 -0.0210 0.075
S 1.423 -0.220 3.005 0.0330 0.1665 -0.0827 0.477
H 3.481 3.732 -4.091 0.0052 0.0066 -0.0078 0.078
C -2.163 0.399 -3.363 -0.1171 0.0287 -0.1412 -0.226
C -1.464 4.273 -5.312 0.0012 0.0114 -0.0185 -0.036
H -0.793 -3.890 8.934 0.0003 0.0042 -0.0086 0.080
C -0.367 -2.223 4.421 0.0145 0.0693 0.0448 -0.351
C -0.462 -1.477 5.615 -0.0450 -0.0657 0.0004 -0.277
C -0.134 -3.605 4.492 0.0332 -0.0518 0.0123 -0.306
H -4.152 0.199 -4.103 -0.0084 0.0015 0.0044 0.109
C -1.394 0.705 -2.238 0.2340 0.1227 0.2064 -0.260
H -1.468 2.947 2.207 -0.0064 0.0026 -0.0096 0.091
C -1.148 1.928 2.425 -0.1774 -0.0862 -0.0799 -0.071
C -0.343 -2.138 6.831 -0.0258 -0.0239 0.0200 -0.016
C -2.348 1.048 2.663 0.1823 0.0871 0.0398 -0.294
S 2.431 -1.950 0.335 0.3101 -0.1607 0.1760 0.666
H -6.426 2.024 2.528 0.0059 -0.0012 0.0068 0.084
H -3.855 1.380 -0.001 -0.0293 0.0251 0.0798 0.095
H -2.303 -3.194 0.433 0.0231 -0.0171 0.0037 0.065
Te -0.519 -1.495 2.358 0.1866 -0.3527 -0.0732 1.625
H -4.375 -3.024 2.843 -0.0253 0.0196 0.0295 0.089
H 0.139 -5.293 5.779 -0.0004 0.0141 0.0066 0.117
C -2.286 -0.352 2.702 0.1524 -0.0942 0.0926 -0.328
H 3.438 -3.532 -2.052 -0.0001 0.0102 0.0058 0.071
H -1.198 2.577 -3.364 -0.0009 0.0140 0.0699 0.124
C 3.236 0.156 -1.816 -0.0579 -0.0192 0.1339 -0.306
H 6.116 -0.957 -1.515 0.0039 -0.0083 -0.0080 0.110
H 1.139 -4.837 -3.565 -0.0271 -0.0099 -0.0347 0.089
H 5.969 3.049 -1.521 -0.0071 -0.0186 -0.0171 0.107
C -2.526 -2.360 -0.235 -0.0685 0.1454 0.0470 -0.012
H 0.954 -3.900 8.731 -0.0017 0.0048 -0.0092 0.084
H -1.787 4.980 -6.075 0.0007 0.0030 0.0043 0.077
H 0.847 7.958 -3.609 -0.0150 0.0028 0.0080 0.101
H -2.316 0.216 -5.482 0.0083 -0.0064 -0.0139 0.078
C -1.577 0.039 -4.699 -0.0022 -0.0206 -0.0010 -0.055
H 4.829 -2.019 -0.910 0.0054 -0.0032 -0.0158 0.067
C 5.039 -1.062 -1.387 -0.0359 0.0141 -0.0630 -0.133
C -3.551 0.441 -3.234 -0.0171 -0.0037 -0.0082 -0.044
H -0.808 0.326 6.713 0.0044 0.0012 -0.0075 0.079
C -3.432 -2.618 3.208 0.0546 0.0431 -0.0293 -0.065
C -0.517 4.932 -4.347 0.0473 -0.0290 -0.0163 -0.208
S 3.189 1.830 2.564 0.1074 0.1520 0.0177 0.581
H -5.254 0.776 -1.975 0.0048 0.0145 -0.0028 0.100
H 0.662 -5.358 3.547 -0.0336 -0.0169 0.0428 0.080
C 5.287 1.270 -0.645 -0.0494 -0.0331 0.0475 -0.060
C 0.003 -4.527 3.295 -0.0105 0.0132 0.0151 -0.087
C 2.053 0.928 1.800 -0.3593 -0.1554 -0.1972 -1.672
N -0.225 2.814 -3.242 -0.1913 -0.0970 -0.1493 0.152
H -0.506 1.957 3.306 0.0047 0.0005 0.0663 0.072
C -2.015 1.080 -1.053 -0.0299 0.0662 0.0960 -0.027
C 0.572 1.782 -2.803 0.1649 -0.1491 -0.1370 -0.413
C -0.237 6.289 -4.415 0.0102 0.0736 0.0010 -0.047
C 4.184 -0.792 -2.634 -0.0223 0.0767 0.1612 -0.163
H -0.965 -4.957 3.020 -0.0081 0.0266 -0.0321 0.085
C -3.569 1.654 2.930 -0.0414 0.0472 -0.0646 -0.018
H 1.440 -2.894 -5.314 0.0362 -0.0307 -0.0190 0.074
H 6.061 1.247 0.116 0.0072 -0.0297 -0.0208 0.117
H -6.772 0.930 3.867 0.0047 -0.0081 0.0036 0.075
H -3.125 -2.731 -1.064 0.0063 -0.0033 -0.0129 0.089
H -0.529 1.585 1.594 -0.1115 -0.0086 0.1066 -0.014
H -0.710 6.878 -5.192 0.0082 0.0050 0.0025 0.109
H 1.889 6.609 -1.803 0.0004 -0.0015 -0.0068 0.107
N -0.376 -1.095 -0.089 -0.0044 0.1082 -0.5803 -0.275
N 1.885 1.958 -3.083 0.0062 -0.0928 0.0762 0.145
H -0.418 -1.556 7.745 0.0074 -0.0171 -0.0028 0.118
H 3.758 -1.661 -3.119 -0.0593 -0.0260 -0.0448 0.030
C 0.864 -3.786 -3.446 -0.0101 0.0036 -0.0430 -0.461
C 1.226 6.145 -2.522 0.0007 -0.0269 0.0242 -0.084
H -1.593 0.300 5.141 -0.1022 0.0434 -0.1034 0.069
C -4.613 -0.454 3.269 -0.0291 -0.0229 -0.0121 -0.011
S 1.346 -1.142 -3.743 0.0550 -0.0325 -0.1756 0.765
C -4.717 0.925 3.222 0.0381 0.0008 -0.0367 -0.258
C -4.173 0.771 -2.041 0.0420 -0.0096 0.0409 -0.080
H -0.678 0.610 -4.930 -0.0103 -0.0107 -0.0008 0.055
H -3.618 2.738 2.905 -0.0110 -0.0163 0.0021 0.125
C -0.133 -3.509 6.919 -0.0022 0.0168 0.0591 -0.263
C -1.249 -1.777 -0.790 0.3420 0.0946 -0.4164 -0.741
C 2.705 -4.025 -1.414 0.0598 -0.0563 0.0451 -0.471
H -3.339 -2.863 4.269 0.0143 -0.0009 -0.0070 0.097
C -3.411 -1.117 3.024 -0.1025 0.0076 0.0806 -0.300
H 2.708 -5.099 -1.609 0.0257 -0.0017 0.0171 0.096
C 1.710 -2.837 -4.257 0.0041 0.0000 -0.0288 -0.578
H 0.146 0.565 5.250 -0.0406 -0.0171 -0.0111 0.047
C 5.231 2.254 -1.529 -0.0661 0.1123 -0.1002 -0.048
H 0.414 -4.055 2.406 0.0412 0.0282 0.0145 0.018
H 5.114 3.923 -3.510 -0.0049 -0.0073 -0.0076 0.082
C 0.011 -4.181 8.257 -0.0133 0.0068 -0.0061 -0.048
H -2.361 3.900 -4.809 0.0059 0.0112 0.0017 0.085
H 3.786 4.578 -2.573 -0.0234 -0.0172 0.0123 0.078
C 4.091 3.726 -3.186 0.0238 0.0096 0.0172 -0.042
H -0.196 -3.654 -3.650 -0.0016 0.0339 0.0012 0.077
H -3.102 -1.610 0.311 0.0593 -0.0298 0.0242 0.067
H -2.638 -3.151 2.688 0.0531 0.0543 -0.0432 0.020
C 0.636 6.900 -3.522 -0.0238 -0.0797 -0.0646 -0.085
C 0.947 4.790 -2.419 -0.0133 0.0439 0.1134 -0.029
C 2.922 -3.685 0.039 0.0391 0.0669 0.0478 -0.566
H -0.003 -5.266 8.157 -0.0010 0.0025 -0.0030 0.073
H 2.031 2.832 -3.561 0.0051 -0.0292 0.0066 0.098
H -0.998 3.420 -5.810 0.0167 0.0092 0.0300 0.084
H -1.283 -1.011 -4.714 -0.0290 0.0323 0.0334 0.059
H 4.011 -0.099 0.332 0.0101 0.0302 0.0315 0.037
C -6.031 1.617 3.461 0.0313 0.0143 -0.0054 -0.043
C -0.036 -4.222 5.740 0.0560 -0.0260 -0.0331 -0.022
O -1.008 -1.989 -2.034 0.1008 0.0967 0.3015 -0.201
N 0.052 0.704 -2.282 -0.0108 0.2265 0.1512 -0.030
C 3.067 1.535 -2.408 -0.1444 -0.1327 -0.1102 -0.218
H 2.325 -4.341 0.676 -0.0046 -0.0121 0.0100 0.058
H 1.362 4.204 -1.606 0.0285 -0.0131 -0.0357 0.123
C 4.346 0.120 -0.676 -0.0539 0.0681 -0.0466 -0.345
H 4.722 -0.221 -3.393 -0.0090 0.0144 -0.0092 0.123
C -0.692 0.011 5.676 0.0442 -0.0084 -0.0588 -0.054
S 1.058 -3.382 -1.704 -0.1304 -0.2027 -0.0233 0.953
H -5.917 2.448 4.158 0.0092 -0.0011 -0.0035 0.082
H 3.967 -3.780 0.331 0.0030 -0.0265 0.0110 0.074
```
Forces are in eV/Å.